# C25H51ClN4O4P

A 5-piece molecular cluster, C25H51ClN4O4P overall (the ωB97M-V functional and the def2-TZVPD basis, the OMol25 dataset).

```
! RIJCOSX wB97M-V def2-TZVPD def2/J DEFGRID3
* xyz 1 1
C 5.72235 -1.38320 -1.08190
C 5.29342 -2.81125 -0.73913
C 4.18413 -2.87614 0.31958
C 2.77277 -2.78523 -0.25523
N 2.34714 -1.37688 -0.31712
C 1.13676 -1.03406 -0.70257
N 0.16529 -1.86626 -1.09513
C -0.89624 -1.12567 -1.38098
P -2.49172 -1.80998 -1.97809
C -3.25395 -0.31556 -2.71818
C -3.36439 -1.99100 -0.35003
C -2.86107 -1.18536 0.84976
N -0.61525 0.16843 -1.19643
N 0.68914 0.24022 -0.77411
Cl 1.44123 1.67597 -0.40733
H 6.64793 -1.37027 -1.65565
H 4.95641 -0.87575 -1.67657
H 5.89767 -0.80515 -0.17000
H 4.95599 -3.30306 -1.65549
H 6.15795 -3.37238 -0.38219
H 4.25754 -3.80867 0.87773
H 4.32559 -2.04761 1.02048
H 2.74601 -3.19338 -1.26877
H 2.04105 -3.34106 0.33140
H 2.98671 -0.65439 -0.02352
H -3.03059 -0.33363 -3.78545
H -4.33258 -0.41809 -2.59543
H -2.94540 0.65351 -2.32495
H -4.41285 -1.76103 -0.54381
H -3.27159 -3.05636 -0.13092
H -3.60157 -1.20865 1.65036
H -1.94510 -1.61969 1.25330
H -2.69094 -0.13479 0.60864
H -1.18536 0.98749 -1.32968
C 3.52044 -3.93854 4.74177
C 4.68416 -3.27447 5.47652
C 5.19304 -2.29741 4.42591
O 4.04743 -1.90617 3.65884
C 2.94557 -2.76395 3.96141
H 2.78970 -4.39918 5.40386
H 3.89325 -4.70491 4.05875
H 4.31924 -2.73493 6.35214
H 5.45104 -3.97416 5.80275
H 5.92103 -2.77357 3.76026
H 5.64809 -1.40438 4.85335
H 2.21494 -2.20954 4.55952
H 2.46740 -3.06540 3.02563
C 1.14951 5.30324 1.51659
C 1.23427 5.99492 2.87675
C -0.23150 6.03589 3.28790
O -0.83583 4.86755 2.71421
C 0.04287 4.28419 1.76548
H 2.08725 4.84468 1.20043
H 0.84033 6.01761 0.75089
H 1.81150 5.38719 3.57640
H 1.68277 6.98522 2.83334
H -0.73117 6.92313 2.88760
H -0.37804 6.00735 4.36684
H 0.44562 3.35015 2.18002
H -0.52521 4.04481 0.86008
C -2.80908 6.71582 -1.60939
C -3.74643 6.24954 -0.49542
C -2.96499 6.65146 0.74943
O -2.22040 7.81981 0.39167
C -2.25841 8.01010 -1.02245
H -3.30523 6.86764 -2.56666
H -2.00181 5.99231 -1.75324
H -4.69080 6.79419 -0.54716
H -3.96824 5.18306 -0.52368
H -2.26299 5.87134 1.05629
H -3.60543 6.88783 1.59964
H -2.91186 8.85726 -1.25395
H -1.25292 8.24672 -1.37249
C -4.05433 -6.15005 -5.48792
C -3.44751 -6.46934 -4.12227
C -2.99774 -5.09056 -3.65781
O -3.91984 -4.15696 -4.22683
C -4.72176 -4.80813 -5.21876
H -4.75648 -6.90277 -5.84121
H -3.26645 -6.04018 -6.23550
H -4.21369 -6.86499 -3.45277
H -2.62842 -7.18520 -4.16343
H -1.98955 -4.85490 -4.01547
H -3.01124 -4.97378 -2.57298
H -5.73515 -4.94102 -4.82674
H -4.77344 -4.16957 -6.10068
*
```

The calculation puts the total energy at -2304.35899 Ha. Its HOMO-LUMO gap is 0.29392 Ha. The calculation puts the largest force on an atom at 0.011 hartree/bohr. Its LUMO energy is -2.996 eV.

=====

# C32H64O38PtS5

C32H64O38PtS5 as an isolated structure at a distorted geometry (the ωB97M-V functional and the def2-TZVPD basis, the OMol25 dataset).

```
! RIJCOSX wB97M-V def2-TZVPD def2/J DEFGRID3
* xyz 0 3
Pt 17.94504 -11.29597 12.77954
S 19.19485 -12.32965 10.57906
O 19.02592 -11.99758 9.19363
O 19.57953 -11.13852 11.39846
O 17.90874 -12.62223 11.15344
O 20.13044 -13.35951 10.87059
C 15.83745 -6.86895 14.20054
C 17.28772 -6.88624 14.69645
O 18.07490 -6.84807 13.49326
C 18.48066 -7.84356 12.76135
O 18.16798 -9.00597 12.85609
O 19.18868 -7.37595 11.68744
C 20.15745 -8.09208 10.95174
H 15.72923 -7.75803 13.57932
H 15.54691 -5.98058 13.63974
H 15.09058 -6.94851 14.99045
H 17.63987 -7.76932 15.22961
H 17.65641 -6.09613 15.35058
H 21.02565 -7.47030 10.73328
H 19.61948 -8.32750 10.03345
H 20.41142 -9.06821 11.36501
C 20.34152 -16.14997 14.26697
C 20.37917 -14.77234 13.59725
O 20.94011 -13.92507 14.51601
C 20.44939 -12.69698 14.74733
O 19.52758 -12.13263 14.16083
O 21.21704 -12.15564 15.77242
C 21.02381 -10.83488 16.03000
H 19.70884 -16.25230 15.14864
H 21.31247 -16.50537 14.61199
H 19.97449 -16.87423 13.53975
H 19.39891 -14.53772 13.18235
H 21.00458 -14.78053 12.70456
H 20.85336 -10.64372 17.08948
H 20.22047 -10.27184 15.55490
H 21.90516 -10.22816 15.82214
C 9.97675 -13.05151 10.94660
C 10.59048 -13.30751 9.59574
O 11.97265 -12.93877 9.69052
C 12.96133 -13.54422 8.87292
O 12.69365 -14.44576 8.05447
O 14.08404 -12.86189 9.13803
C 15.32714 -13.21210 8.60948
H 9.09290 -13.63581 11.20254
H 9.67240 -12.00617 10.99900
H 10.72439 -13.20066 11.72563
H 10.08580 -12.71195 8.83502
H 10.61472 -14.36264 9.32331
H 15.42048 -13.90700 7.77491
H 16.05022 -13.51103 9.36836
H 15.83082 -12.27983 8.35401
C 16.25319 -17.42243 2.88290
C 17.33302 -16.91670 3.93870
O 17.10431 -15.56322 4.28329
C 17.54203 -15.08850 5.47176
O 18.04905 -15.64344 6.45968
O 17.34558 -13.75086 5.44097
C 18.06693 -12.93694 6.41538
H 16.45667 -18.43660 2.53914
H 16.02321 -16.83506 1.99396
H 15.28927 -17.51935 3.38246
H 18.35965 -16.93989 3.57319
H 17.22182 -17.56669 4.80660
H 18.00789 -13.35609 7.41983
H 17.70026 -11.91558 6.51776
H 19.13062 -12.90251 6.17985
C 16.25601 -8.60677 8.55917
C 16.53983 -9.75647 9.47598
O 15.30608 -10.06788 10.04677
C 15.14511 -10.46013 11.31161
O 15.98904 -10.81242 12.13137
O 13.75307 -10.40717 11.54249
C 12.78992 -10.16256 10.58236
H 17.00551 -8.67988 7.77113
H 16.37524 -7.64633 9.06059
H 15.24542 -8.52765 8.15850
H 17.35182 -9.57193 10.17934
H 16.83994 -10.66919 8.96122
H 11.83779 -10.32370 11.08791
H 12.90269 -10.66554 9.62195
H 12.73317 -9.09082 10.39197
C 16.03166 -17.15373 15.51820
C 15.75805 -15.72954 16.03575
O 16.51146 -14.70708 15.29767
C 16.21181 -14.24542 14.01959
O 16.83964 -13.26874 13.54383
O 15.34763 -14.97472 13.45979
C 14.99822 -14.67368 12.15626
H 15.19467 -17.82627 15.70594
H 16.89825 -17.51957 16.06891
H 16.24214 -17.09230 14.45048
H 16.09193 -15.71445 17.07325
H 14.68638 -15.53183 16.05899
H 14.46133 -13.73075 12.05264
H 14.32118 -15.45604 11.81330
H 15.80292 -14.69521 11.42136
C 21.12878 -10.18866 7.39466
C 21.88423 -11.56246 7.66238
O 23.12731 -11.37470 6.99628
S 23.55831 -9.74188 6.98684
O 24.52017 -9.41624 5.92654
O 23.94368 -9.31413 8.32814
O 22.02948 -9.30316 6.68485
H 20.61114 -9.76985 8.25764
H 20.28020 -10.47281 6.77236
H 21.35714 -12.39302 7.19288
H 21.98213 -11.71246 8.73757
C 17.81618 -16.38410 9.84035
C 18.32873 -16.04415 11.21112
O 17.47130 -16.78060 12.08985
S 16.88544 -18.21281 11.32525
O 15.50124 -18.61711 11.69547
O 18.03594 -19.12294 11.33739
O 16.77850 -17.35253 9.92156
H 18.48484 -16.64535 9.02014
H 17.37860 -15.44487 9.50202
H 18.33102 -14.95701 11.29000
H 19.36779 -16.35546 11.31859
C 22.76228 -15.18529 10.17018
C 21.64945 -15.15033 9.07526
O 21.56847 -16.49043 8.64862
S 22.12029 -17.58841 9.66732
O 22.74988 -18.68806 8.99414
O 21.15009 -17.84481 10.73914
O 23.26590 -16.49009 10.15051
H 22.33099 -14.84087 11.11011
H 23.48452 -14.41742 9.89296
H 21.76867 -14.48525 8.21995
H 20.68171 -14.86289 9.48631
C 23.04381 -10.25538 11.16534
C 22.76817 -11.30441 12.23355
O 23.12343 -10.72838 13.44168
S 22.83898 -9.12106 13.42481
O 23.90427 -8.37285 14.10580
O 21.48188 -8.82355 13.64579
O 23.13843 -9.00746 11.79182
H 22.23120 -10.16582 10.44440
H 23.98687 -10.47612 10.66533
H 23.30805 -12.22638 12.01766
H 21.68607 -11.43184 12.26391
*
```

Its expectation value of S² is 2.0035. The calculation puts the total energy at -6226.78120 Ha. Its HOMO-LUMO gap (spin up / spin down) is 0.33050 / 0.32000 Ha. The calculation puts the largest force on an atom at 0.101 hartree/bohr. Its LUMO energy (spin up / spin down) is 0.032 / -0.673 eV.

=====

# C15H25N5O5Sr

C15H25N5O5Sr as an isolated structure at a distorted geometry (the ωB97M-V functional and the def2-TZVPD basis, the OMol25 dataset).

```
! RIJCOSX wB97M-V def2-TZVPD def2/J DEFGRID3
* xyz 0 1
O -2.77728 -3.91566 -1.76191
H -2.78253 -2.95842 -1.97771
Sr 0.00000 0.00000 0.00000
N 1.82642 -0.10076 -0.82535
N 0.27710 1.95095 -0.39038
O 2.65125 -1.22810 -1.00599
O -0.60068 3.02990 -0.18366
C 2.34427 1.03382 -1.11730
C 1.43614 2.23932 -0.86013
C 3.75754 1.27079 -1.66254
C 1.95266 3.64378 -1.19336
H 4.18310 0.37144 -2.10730
H 4.42626 1.58766 -0.86306
H 3.76650 2.02850 -2.44485
H 1.39246 4.42204 -0.67622
H 1.87101 3.83588 -2.26272
H 2.99299 3.77230 -0.89752
H 1.97129 -1.93562 -1.09815
H -1.40571 2.57129 0.10416
O 1.02013 0.51481 1.90106
H 1.10747 -0.38872 1.45917
H 0.50355 1.09807 1.26184
C -1.09749 -0.17835 -1.67478
H -1.56458 -0.62248 -2.55400
H -0.28551 0.32281 -2.19415
H -1.81441 0.60588 -1.43823
O 1.02953 -4.11881 -2.31425
H 0.03333 -4.42236 -2.21357
H 0.85080 -3.12852 -2.28354
N -1.54876 -1.21957 2.71559
C -1.91128 0.14318 2.98025
C -2.55615 0.41102 4.20332
C -2.98813 1.69015 4.50324
C -2.76229 2.70718 3.59721
C -2.10822 2.43719 2.39380
N -1.70446 1.15512 2.05072
C -2.43491 -1.76380 1.76807
C -3.54826 -2.49867 2.21814
C -4.60134 -2.74801 1.34569
C -4.55727 -2.21225 0.06636
C -3.42643 -1.49868 -0.33832
N -2.33914 -1.35996 0.47977
H -1.46954 -1.79530 3.56909
H -2.73691 -0.38213 4.91792
H -3.48438 1.89591 5.44300
H -3.06423 3.71950 3.83881
H -1.91988 3.32570 1.82675
H -3.63344 -2.80775 3.25222
H -5.47803 -3.28789 1.67922
H -5.39461 -2.33692 -0.60903
H -3.44326 -1.06789 -1.32607
*
```

The calculation puts the total energy at -1266.69850 Ha. Its HOMO-LUMO gap (spin up / spin down) is 0.12135 / 0.12139 Ha. The calculation puts the largest force on an atom at 0.281 hartree/bohr. Its energy relative to the best compared isomer or geometry (same formula, charge and spin) is 1239.01 kJ/mol. Its LUMO energy (spin up / spin down) is -1.781 / -1.780 eV.